ORCA calculation (the ωB97M-V functional and the def2-TZVPD basis) on 2 unconnected molecules or ions with the total composition C4H8OS2.

Cartesian coordinates (Å):
S: 1.410866 0.080764 -1.436428
S: 1.096047 -0.158766 1.505371
O: -3.197466 -1.206141 -0.552210
C: 1.863741 1.735852 -0.764600
C: -2.468406 -1.083595 0.391355
C: -0.553242 0.540432 0.884666
C: -1.212287 -0.404491 -0.058727
H: 1.361352 2.086356 0.208509
H: -2.659738 -1.509425 1.359233
H: 1.493090 2.534931 -1.394693
H: -0.557628 -1.000101 -0.669827
H: 2.940146 1.583587 -0.430391
H: -1.546971 0.306548 -0.984868
H: -0.389594 1.550387 0.613140
H: -0.950377 0.615680 1.897330

Force components x, y, z for each atom (eV/Å):
0.47 0.83 3.09
-0.64 0.09 -3.28
-2.36 -1.09 0.25
0.48 -0.21 2.01
1.25 0.41 -2.68
2.32 -1.65 2.53
-1.20 3.47 -1.60
0.41 -1.17 -1.31
-0.10 -0.11 0.93
1.00 0.08 -0.88
0.30 -0.84 0.67
-1.17 1.19 -1.10
0.23 -1.59 2.21
0.05 0.75 -0.81
-1.03 -0.14 -0.01

Computed properties:
Kohn-Sham gap, eV: 6.35
Relative energy (zero: lowest compared OMol25 entry of this formula, charge and spin), kJ/mol: 473.7
Largest force on an atom, eV Å⁻¹: 4.01
Highest occupied orbital energy, Ha: -0.33808
E_LUMO, Ha: -0.1047

Want to see where the charge sits? The Mulliken charges in e are: atom 1 (S): -0.101, atom 2 (S): -0.051, atom 3 (O): -0.463, atom 4 (C): -0.887, atom 5 (C): -0.164, atom 6 (C): -1.000, atom 7 (C): -0.137, atom 8 (H): 0.300, atom 9 (H): 0.394, atom 10 (H): 0.397, atom 11 (H): 0.325, atom 12 (H): 0.321, atom 13 (H): 0.265, atom 14 (H): 0.359, atom 15 (H): 0.442